(i)
C3H6NP | ωB97M-V with the def2-TZVPD basis set

Computed properties:
LUMO level (alpha / beta): -0.7 / -0.2 eV
E_HOMO (alpha / beta): -7.632 / -8.921 eV

Geometry as XYZ:
```
11
Properties=species:S:1:pos:R:3:nbo_charge:R:1
C 1.869 -0.118 -0.025 -0.028
C 0.373 -0.914 0.012 -0.777
C -1.703 1.130 0.345 -0.779
N 1.896 1.029 -0.213 -0.208
P -1.187 -0.256 -0.568 0.659
H 2.625 -0.810 0.400 0.216
H 0.341 -1.915 -0.513 0.247
H 0.107 -1.175 1.033 0.233
H -1.481 1.083 1.491 0.227
H -2.194 1.998 -0.074 0.224
H -0.647 -0.051 -1.889 -0.013
```


(ii)
C3H6NP | ωB97M-V with the def2-TZVPD basis set

Computed properties:
LUMO level: 0.1 eV
E_HOMO: -9.296 eV

Geometry as XYZ:
```
11
Properties=species:S:1:pos:R:3:nbo_charge:R:1
C -1.923 -1.037 -0.813 0.209
C 0.562 -0.915 0.410 -0.456
C -0.880 -0.139 -1.000 -0.653
N -2.603 -1.932 -0.609 -0.310
P -1.339 1.557 -0.534 0.342
H 1.051 0.006 0.663 0.194
H -0.065 -1.224 1.278 0.212
H 1.105 -1.606 -0.110 0.191
H -0.303 -0.347 -2.003 0.287
H 0.029 2.214 -0.826 -0.009
H -1.045 1.450 0.957 -0.007
```


Name the least stable of them. (i).


(i)
C7H11NO | ωB97M-V with the def2-TZVPD basis set

Computed properties:
SMILES: C=C/C(C)=C(/C)C(N)=O
LUMO level: 0.9 eV
E_HOMO: -9.035 eV

Geometry as XYZ:
```
20
Properties=species:S:1:pos:R:3:nbo_charge:R:1
C 0.674 -1.937 -0.813 -0.673
C 2.290 0.542 0.427 -0.644
C -1.620 -0.678 -0.262 0.614
C 0.198 -0.703 -0.149 0.009
C 0.807 0.366 0.280 -0.060
N -2.012 0.142 -1.280 -0.838
C 0.027 1.566 1.065 -0.212
C -1.194 1.471 1.480 -0.341
O -2.226 -1.701 -0.015 -0.610
H -1.569 1.035 -1.408 0.398
H -2.901 -0.019 -1.726 0.399
H 0.675 2.427 1.122 0.201
H 1.088 -1.698 -1.791 0.226
H 1.447 -2.441 -0.222 0.224
H -0.101 -2.689 -0.940 0.249
H 2.565 1.593 0.490 0.212
H 2.847 0.128 -0.416 0.218
H 2.626 0.053 1.342 0.226
H -1.938 2.167 1.810 0.221
H -1.681 0.378 1.008 0.182
```


(ii)
C7H11NO | ωB97M-V with the def2-TZVPD basis set

Computed properties:
SMILES: C/C=C1/[C@H](N)C[C@@H]2O[C@H]12
LUMO level: 0.9 eV
E_HOMO: -8.548 eV

Geometry as XYZ:
```
20
Properties=species:S:1:pos:R:3:nbo_charge:R:1
C -0.397 3.152 0.429 -0.651
C -0.799 1.643 -0.038 -0.084
C 0.011 0.544 -0.276 -0.088
C -0.654 -0.841 -0.758 -0.072
C 0.571 -1.816 -0.951 -0.479
C 1.489 -1.344 0.108 0.058
C 1.248 0.078 0.431 -0.002
H -1.181 3.333 1.234 0.222
H 0.531 3.148 0.918 0.205
H -0.213 3.899 -0.314 0.229
H -1.898 1.636 -0.337 0.207
H -1.225 -0.898 -1.786 0.216
H -1.860 -2.279 -0.199 0.340
H -0.935 -1.747 1.148 0.399
H 0.876 -2.244 -2.094 0.239
H 0.387 -2.758 -0.387 0.223
H 2.590 -1.778 0.330 0.201
H 2.002 0.792 0.855 0.222
N -1.440 -1.403 0.304 -0.849
O 0.895 -1.116 1.382 -0.537
```


(iii)
C7H11NO | ωB97M-V with the def2-TZVPD basis set

Computed properties:
SMILES: C=Cc1cc(C)c[nH]1.O
LUMO level: 0.7 eV
E_HOMO: -7.715 eV

Geometry as XYZ:
```
20
Properties=species:S:1:pos:R:3:nbo_charge:R:1
C 2.712 1.022 1.148 -0.625
C 1.304 0.644 0.805 -0.088
C 0.209 1.437 0.605 -0.082
N -0.756 0.634 0.032 -0.497
C -0.446 -0.683 0.238 0.085
C 0.876 -0.714 0.637 -0.298
C -0.981 -2.849 -0.792 -0.359
C -1.328 -1.816 -0.030 -0.223
H 2.800 1.873 1.807 0.218
H 3.248 0.119 1.449 0.213
H 3.243 1.248 0.214 0.212
H 0.013 2.483 0.763 0.213
H -1.680 0.945 -0.190 0.406
H 1.517 -1.555 0.842 0.216
H -1.658 -3.660 -1.026 0.197
H 0.031 -2.922 -1.173 0.197
H -2.287 -1.869 0.481 0.202
H -1.679 1.827 -2.480 0.485
H -2.933 1.627 -1.556 0.468
O -2.203 2.207 -1.773 -0.941
```


Name the least stable of them. (ii).


(i)
C7H11NO | ωB97M-V with the def2-TZVPD basis set

Computed properties:
LUMO level (alpha / beta): -1.5 / -1.1 eV
E_HOMO (alpha / beta): -8.208 / -8.799 eV

Geometry as XYZ:
```
20
Properties=species:S:1:pos:R:3:nbo_charge:R:1
C 0.266 -0.926 1.618 0.605
C -2.750 -1.588 1.244 -0.269
C -1.905 -0.958 0.387 -0.320
C -0.600 -0.439 0.315 0.195
C 2.047 1.257 -1.928 -0.601
C -0.012 0.471 -0.742 -0.483
C 1.416 0.836 -0.601 -0.381
N 0.261 0.111 2.378 -0.700
O 0.494 -2.075 1.714 -0.603
H -3.593 -2.048 0.711 0.213
H -2.586 -1.615 2.359 0.225
H -2.336 -0.931 -0.681 0.211
H 3.072 1.351 -1.688 0.218
H 1.537 2.169 -2.154 0.206
H 1.936 0.433 -2.679 0.204
H -0.101 -0.078 -1.684 0.246
H -0.694 1.358 -0.896 0.218
H 1.619 1.616 0.237 0.202
H 1.832 -0.048 -0.275 0.206
H 0.097 1.106 2.363 0.407
```


(ii)
C7H11NO | ωB97M-V with the def2-TZVPD basis set

Computed properties:
SMILES: CN1CC[C@]2(C=O)C[C@@H]12
LUMO level: 0.7 eV
E_HOMO: -7.979 eV

Geometry as XYZ:
```
20
Properties=species:S:1:pos:R:3:nbo_charge:R:1
C 0.051 1.355 -1.442 -0.415
C -0.223 1.223 1.040 -0.240
C -0.228 -0.238 1.555 -0.472
C -0.051 -1.077 0.314 -0.252
C 1.293 -1.408 -0.435 -0.386
C 1.284 -0.017 -0.008 0.103
C -1.237 -1.298 -0.497 0.356
H 0.772 1.698 -2.209 0.215
H -0.582 0.517 -1.751 0.186
H -0.754 2.217 -1.348 0.203
H 0.078 1.915 1.839 0.208
H -1.209 1.558 0.794 0.218
H 0.336 -0.546 2.518 0.235
H -1.356 -0.495 1.753 0.260
H 2.075 -1.875 0.230 0.241
H 0.923 -1.856 -1.395 0.265
H 1.696 0.067 0.975 0.196
H -1.088 -1.746 -1.540 0.099
N 0.636 1.229 -0.190 -0.427
O -2.416 -1.223 -0.203 -0.594
```


Name the least stable of them. (ii).


(i)
C7H11NO | ωB97M-V with the def2-TZVPD basis set

Computed properties:
LUMO level (alpha / beta): -0.3 / -0.3 eV
E_HOMO (alpha / beta): -6.037 / -6.038 eV

Geometry as XYZ:
```
20
Properties=species:S:1:pos:R:3:nbo_charge:R:1
C -2.134 -0.694 1.399 -0.708
C -1.440 -0.080 0.223 0.783
N -1.945 1.081 -0.269 -0.742
O -0.860 -0.872 -0.676 -0.614
H -2.106 1.803 0.421 0.400
H -1.482 1.387 -1.138 0.428
H -1.405 -1.262 1.970 0.254
H -2.626 0.041 2.036 0.224
H -2.954 -1.335 1.065 0.267
C 1.916 -1.282 -0.589 -0.657
C 0.858 -0.190 -0.709 0.271
C 0.958 0.720 -1.775 -0.818
C 0.842 0.557 0.704 -0.173
C 1.493 1.150 1.547 -0.261
H 1.932 -1.880 -1.500 0.229
H 2.914 -0.848 -0.525 0.241
H 1.814 -1.859 0.330 0.218
H 1.901 0.975 -2.236 0.220
H 0.159 0.927 -2.469 0.205
H 2.165 1.662 2.189 0.234
```


(ii)
C7H11NO | ωB97M-V with the def2-TZVPD basis set

Computed properties:
SMILES: C[C@@]12O[C@H]3C[C@@H]1[C@@H]2[C@@H]3N
LUMO level: 0.8 eV
E_HOMO: -8.718 eV

Geometry as XYZ:
```
20
Properties=species:S:1:pos:R:3:nbo_charge:R:1
C -0.243 0.298 -2.696 -0.624
C 0.031 0.073 -1.178 0.242
C -0.545 -0.818 0.712 0.067
C 0.945 -1.142 0.678 -0.444
C 1.321 -0.126 -0.373 -0.274
C 0.353 1.029 -0.093 -0.287
C -0.662 0.715 1.067 -0.072
H -1.462 0.313 -2.578 0.231
H 0.233 1.312 -3.131 0.225
H -0.047 -0.583 -3.276 0.223
H -1.051 -1.714 1.226 0.216
H 1.414 -2.169 0.545 0.225
H 1.220 -0.657 1.614 0.227
H 2.291 -0.145 -0.766 0.230
H 0.824 1.991 -0.270 0.235
H -1.752 1.072 0.864 0.204
H -1.155 0.978 3.065 0.394
H 0.747 1.600 2.539 0.382
N -0.219 0.794 2.401 -0.878
O -0.866 -0.967 -0.666 -0.523
```


(iii)
C7H11NO | ωB97M-V with the def2-TZVPD basis set

Computed properties:
LUMO level (alpha / beta): -0.2 / 0.1 eV
E_HOMO (alpha / beta): -7.861 / -8.078 eV

Geometry as XYZ:
```
20
Properties=species:S:1:pos:R:3:nbo_charge:R:1
C 1.865 -0.930 -1.334 -0.246
C 2.755 -0.308 -0.660 -0.127
C 1.186 0.652 1.019 -0.109
C 0.196 0.001 0.555 0.055
C -1.697 0.851 -0.813 -0.597
C -2.036 -0.357 1.245 -0.602
C -1.144 -0.310 0.048 0.137
N 2.414 0.579 0.446 -0.600
O -1.007 -1.511 -0.790 -0.716
H 1.835 -1.306 -2.318 0.203
H 3.796 -0.200 -0.928 0.209
H 1.339 1.098 2.046 0.226
H -2.605 0.418 -1.153 0.212
H -1.919 1.705 -0.310 0.199
H -1.053 1.176 -1.674 0.219
H -1.937 -1.290 1.854 0.227
H -3.081 -0.369 0.814 0.208
H -1.980 0.514 1.735 0.207
H 3.148 1.220 0.794 0.396
H -0.075 -1.636 -0.577 0.496
```


Name the least stable of them. (i).


(i)
C7H11NO | ωB97M-V with the def2-TZVPD basis set

Computed properties:
SMILES: C=C1N(C)[C@]1(C)C(C)=O
LUMO level: 0.8 eV
E_HOMO: -8.869 eV

Geometry as XYZ:
```
20
Properties=species:S:1:pos:R:3:nbo_charge:R:1
C 1.950 -1.300 0.623 -0.422
C -2.520 0.365 0.397 -0.718
C 1.073 1.506 0.007 -0.625
C -1.194 0.762 0.987 0.596
C 0.056 0.421 0.228 -0.055
C 0.004 -0.666 -0.688 0.190
C -0.309 -1.058 -1.903 -0.498
N 0.531 -1.032 0.478 -0.372
O -1.116 1.396 2.037 -0.527
H 2.534 -1.017 -0.261 0.185
H 2.350 -0.771 1.494 0.211
H 2.097 -2.372 0.787 0.214
H -2.604 0.743 -0.626 0.231
H -2.631 -0.722 0.415 0.247
H -3.327 0.804 0.990 0.237
H 1.528 1.798 0.960 0.230
H 0.590 2.392 -0.420 0.230
H 1.877 1.212 -0.676 0.224
H -0.743 -0.374 -2.622 0.212
H -0.146 -2.086 -2.207 0.209
```


(ii)
C7H11NO | ωB97M-V with the def2-TZVPD basis set

Computed properties:
SMILES: CC(C)=C=C=N.CC=O
LUMO level (alpha / beta): 0.0 / 0.0 eV
E_HOMO (alpha / beta): -8.453 / -8.452 eV

Geometry as XYZ:
```
20
Properties=species:S:1:pos:R:3:nbo_charge:R:1
C -1.071 2.261 0.597 0.371
C -0.251 1.388 0.221 -0.303
C 0.931 0.766 0.047 0.164
C 1.304 0.398 -1.390 -0.660
C 1.909 0.601 1.130 -0.675
C -2.591 -1.011 0.989 -0.759
C -2.081 -0.599 -0.355 0.453
N -1.714 3.234 1.048 -0.668
O -2.722 -0.219 -1.289 -0.517
H 0.689 -0.452 -1.532 0.239
H 1.021 1.119 -2.058 0.229
H 2.377 0.503 -1.431 0.220
H 2.859 0.119 0.840 0.228
H 1.446 0.061 1.835 0.236
H 1.874 1.600 1.705 0.255
H -2.744 -0.207 1.766 0.254
H -3.570 -1.584 1.080 0.246
H -1.878 -1.626 1.552 0.221
H -1.001 -0.929 -0.435 0.088
H -2.534 3.594 0.567 0.377
```


(iii)
C7H11NO | ωB97M-V with the def2-TZVPD basis set

Computed properties:
SMILES: COC1=CC=CC[C@H]1N
LUMO level: 0.9 eV
E_HOMO: -7.956 eV

Geometry as XYZ:
```
20
Properties=species:S:1:pos:R:3:nbo_charge:R:1
C -2.630 0.346 -1.237 -0.259
C -0.389 0.018 -0.545 0.342
C -0.316 1.268 0.025 -0.361
C 0.858 1.664 0.865 -0.226
C 1.930 0.901 1.053 -0.187
C 2.044 -0.473 0.407 -0.443
C 0.727 -1.027 -0.343 -0.096
H -3.360 0.002 -1.984 0.205
H -3.139 0.038 -0.327 0.172
H -2.417 1.414 -1.077 0.184
H -1.190 1.918 0.132 0.209
H 0.811 2.622 1.359 0.207
H 2.801 1.259 1.667 0.210
H 2.240 -1.236 1.170 0.234
H 2.854 -0.518 -0.369 0.221
H 0.968 -1.493 -1.272 0.204
H -0.127 -1.765 1.408 0.353
H -0.547 -2.505 0.011 0.355
N 0.267 -2.128 0.499 -0.812
O -1.384 -0.307 -1.441 -0.513
```


Name the least stable of them. (ii).


(i)
H24O12 | ωB97M-V with the def2-TZVPD basis set

Computed properties:
SMILES: O.O.O.O.O.O.O.O.O.O.O.O
LUMO level: 0.1 eV
E_HOMO: -11.135 eV

Geometry as XYZ:
```
36
Properties=species:S:1:pos:R:3:nbo_charge:R:1
O -1.953 -2.144 -0.881 -1.016
H -1.994 -1.914 0.078 0.519
H -2.741 -2.633 -1.069 0.488
O 3.287 -0.111 1.697 -0.990
H 3.409 0.672 1.178 0.492
H 3.702 -0.844 1.211 0.482
O -2.722 2.621 -0.808 -0.975
H -1.775 2.453 -0.558 0.498
H -3.133 2.809 0.035 0.478
O 0.801 -2.385 -1.926 -1.002
H 0.379 -2.734 -2.726 0.491
H 0.041 -2.169 -1.276 0.508
O -2.374 -1.565 1.844 -0.963
H -1.724 -1.690 2.491 0.478
H -2.723 -0.741 2.042 0.498
O 0.257 -0.544 1.477 -0.956
H 1.062 -0.486 2.026 0.512
H 0.538 -1.080 0.790 0.469
O -0.376 2.008 0.936 -1.011
H 0.442 2.487 1.218 0.492
H -0.011 1.091 0.780 0.508
O 2.822 -2.250 -0.261 -0.977
H 2.568 -1.327 -0.289 0.460
H 2.416 -2.749 -0.955 0.508
O -2.801 1.081 2.160 -0.995
H -1.988 1.344 1.718 0.509
H -3.110 1.778 2.777 0.487
O 3.119 2.052 0.076 -0.964
H 3.759 1.779 -0.556 0.474
H 2.338 2.136 -0.521 0.507
O 1.505 0.927 -2.201 -0.971
H 2.008 0.076 -2.125 0.468
H 0.597 0.576 -2.001 0.502
O -1.587 0.540 -2.366 -1.000
H -1.827 -0.285 -1.902 0.492
H -2.212 1.224 -2.114 0.500
```


(ii)
H24O12 | ωB97M-V with the def2-TZVPD basis set

Computed properties:
SMILES: O.O.O.O.O.O.O.O.O.O.O.O
LUMO level: 0.4 eV
E_HOMO: -10.730 eV

Geometry as XYZ:
```
36
Properties=species:S:1:pos:R:3:nbo_charge:R:1
O 3.169 -4.336 12.921 -0.975
H 3.218 -5.231 13.322 0.479
H 3.411 -3.695 13.621 0.499
O 1.110 -1.444 14.146 -0.984
H 0.923 -2.179 13.511 0.501
H 2.108 -1.500 14.162 0.490
O -0.388 -0.008 12.216 -0.985
H -0.147 -0.208 11.281 0.485
H 0.454 0.124 12.669 0.511
O 2.590 1.018 12.797 -0.978
H 3.166 1.759 12.758 0.466
H 2.691 0.644 11.908 0.500
O 2.115 -0.176 10.406 -0.994
H 2.055 0.177 9.517 0.476
H 2.445 -1.067 10.164 0.512
O -0.117 -3.345 15.757 -1.008
H -0.998 -2.905 15.778 0.483
H 0.431 -2.664 15.226 0.506
O -0.904 -5.680 14.016 -1.000
H -0.728 -4.941 14.699 0.520
H -1.349 -6.400 14.505 0.478
O 2.710 -2.818 9.977 -1.012
H 3.337 -3.492 10.211 0.488
H 1.923 -2.878 10.578 0.505
O 0.912 -3.156 11.852 -0.990
H 1.248 -4.022 11.941 0.494
H -0.061 -3.294 11.790 0.518
O -1.675 -3.782 11.997 -0.995
H -2.397 -3.191 12.251 0.496
H -1.687 -4.519 12.679 0.515
O 4.160 -1.508 13.927 -0.970
H 4.551 -1.097 14.712 0.479
H 3.897 -0.731 13.409 0.498
O -2.163 -1.624 13.765 -0.983
H -1.679 -1.195 13.037 0.508
H -2.993 -1.151 13.796 0.466
```


Name the least stable of them. (i).